DFT (the ωB97M-V functional and the def2-TZVPD basis) results for a cluster of 11 separate species, C36H69F5NO33S in total.

Atoms and positions in Å:
O: 0.53855 -3.19204 -1.78437
S: 0.36083 -4.26128 -0.84051
O: -0.00304 -5.53498 -1.37437
C: -0.77824 -3.65123 0.43278
C: -1.43347 -2.35185 -0.00706
N: -1.86940 -1.72778 1.28258
C: -2.64331 -2.65373 2.19533
C: -2.51982 -4.18292 1.89477
O: -1.76440 -4.56378 0.75204
C: 1.92561 -4.50542 0.13954
F: 2.47339 -5.68190 -0.15694
F: 1.53111 -4.52615 1.43371
C: 2.98754 -3.38608 -0.09383
F: 2.41884 -2.18431 -0.20904
F: 3.73044 -3.66389 -1.15312
F: 3.77900 -3.36424 0.98806
H: -0.17175 -3.41111 1.31825
H: -2.31152 -2.60961 -0.59474
H: -0.77153 -1.68311 -0.54542
H: -2.37471 -0.85308 1.14019
H: -1.01225 -1.45128 1.78446
H: -3.69075 -2.37092 2.21746
H: -2.26991 -2.46832 3.19783
H: -2.09919 -4.66478 2.77816
H: -3.51297 -4.60034 1.76391
C: 1.50492 -2.50987 3.53491
O: 1.84439 -1.18996 3.93047
C: 0.94338 -0.31519 3.47208
O: -0.02834 -0.61607 2.79990
O: 1.28137 0.89140 3.85779
C: 0.39625 1.94548 3.43398
H: 2.26017 -3.18251 3.92922
H: 0.52989 -2.78631 3.93785
H: 1.50077 -2.57006 2.45376
H: -0.60018 1.79135 3.84040
H: 0.36249 2.00311 2.34897
H: 0.80541 2.86847 3.82781
C: 9.83649 -3.55048 -4.83917
O: 9.07075 -4.44346 -4.01670
C: 7.82083 -4.06197 -3.79934
O: 7.29754 -3.05890 -4.21382
O: 7.22595 -4.97631 -3.03078
C: 5.86347 -4.67071 -2.73285
H: 10.82352 -3.99270 -4.92744
H: 9.39104 -3.46625 -5.82773
H: 9.91276 -2.57050 -4.37248
H: 5.27405 -4.62516 -3.64731
H: 5.79918 -3.72842 -2.19874
H: 5.49585 -5.47644 -2.10387
C: -2.32067 6.71287 1.70188
O: -1.62374 6.62397 0.45424
C: -0.71612 5.65865 0.39418
O: -0.44903 4.88225 1.27791
O: -0.14732 5.69435 -0.80787
C: 0.86616 4.70983 -1.01843
H: -3.02042 7.53745 1.60859
H: -2.86954 5.79511 1.90185
H: -1.62753 6.92054 2.51421
H: 0.45188 3.70706 -0.92842
H: 1.68294 4.84132 -0.31166
H: 1.23112 4.86311 -2.02894
C: 14.46755 -6.51822 -7.83941
O: 13.71874 -7.44365 -7.04582
C: 12.46073 -7.08002 -6.81871
O: 11.93382 -6.07132 -7.21335
O: 11.88118 -8.01934 -6.07402
C: 10.51251 -7.75037 -5.76550
H: 15.46125 -6.94310 -7.93956
H: 14.01725 -6.40440 -8.82310
H: 14.53109 -5.55166 -7.34409
H: 9.91602 -7.69626 -6.67419
H: 10.42120 -6.82276 -5.20332
H: 10.16242 -8.57694 -5.15490
C: -7.36923 7.32903 4.80146
O: -6.39236 7.69891 3.82473
C: -6.62224 8.87881 3.24905
O: -7.54413 9.61463 3.48436
O: -5.65267 9.10300 2.36427
C: -5.77082 10.34553 1.66052
H: -7.08050 6.35917 5.19482
H: -7.38976 8.04796 5.61385
H: -8.35486 7.24966 4.34723
H: -5.72970 11.18365 2.35254
H: -6.69574 10.37580 1.08920
H: -4.92291 10.39008 0.98403
C: -1.36593 -4.42588 -3.94209
O: -2.43284 -3.84733 -4.70180
C: -3.55615 -4.56601 -4.70033
O: -3.72259 -5.60411 -4.11431
O: -4.45669 -3.93325 -5.44383
C: -5.72045 -4.59993 -5.53769
H: -0.52338 -3.74983 -4.02578
H: -1.66565 -4.53282 -2.90557
H: -1.08783 -5.39601 -4.34904
H: -6.17936 -4.69723 -4.55568
H: -5.60639 -5.57776 -5.99972
H: -6.35368 -3.98226 -6.16626
C: 8.01054 3.90684 -5.06423
O: 8.49745 2.62055 -5.45013
C: 7.56382 1.67038 -5.49882
O: 6.39559 1.82089 -5.24759
O: 8.14569 0.53613 -5.86939
C: 7.25716 -0.58476 -5.97009
H: 8.87088 4.56891 -5.06893
H: 7.26903 4.26642 -5.77471
H: 7.58199 3.87161 -4.06448
H: 6.49331 -0.39715 -6.72312
H: 6.79898 -0.80055 -5.01159
H: 7.86314 -1.43082 -6.27114
C: -1.48699 2.56572 9.72376
O: -0.76001 2.44534 8.49563
C: 0.15898 1.48297 8.49680
O: 0.40491 0.74000 9.40836
O: 0.76106 1.48192 7.30586
C: 1.78419 0.49286 7.16546
H: -2.19087 3.37914 9.57881
H: -2.02756 1.64699 9.94119
H: -0.81511 2.80557 10.54459
H: 1.36998 -0.50779 7.28172
H: 2.58128 0.64903 7.88903
H: 2.17986 0.60273 6.16187
C: -6.85337 10.52081 6.66034
O: -6.88379 11.49321 7.70556
C: -6.55377 11.01407 8.90333
O: -6.24881 9.87487 9.14577
O: -6.61972 12.00897 9.78293
C: -6.28868 11.63542 11.12316
H: -7.14108 11.02612 5.74408
H: -5.84898 10.11437 6.54381
H: -7.56506 9.72430 6.86353
H: -5.26593 11.26845 11.17774
H: -6.97698 10.87764 11.49143
H: -6.38539 12.53715 11.71952
C: -9.28481 -7.47940 -4.38195
O: -10.43106 -6.67117 -4.11169
C: -10.66311 -5.73328 -5.02911
O: -10.00271 -5.53354 -6.01524
O: -11.75026 -5.05783 -4.66733
C: -12.12522 -4.01454 -5.57203
H: -9.20798 -8.20113 -3.57464
H: -9.40265 -8.01214 -5.32322
H: -8.38282 -6.87053 -4.40996
H: -12.35089 -4.42204 -6.55492
H: -11.33464 -3.27100 -5.64945
H: -13.01631 -3.55839 -5.15262

Results
Charge ... +1
HOMO ... -11.9 eV
LUMO energy ... -2.98 eV
Spin multiplicity ... 1
Frontier orbital gap ... 8.92 eV
M ... 1170.979 g/mol